*P*
Formula: C2H4N4O
Source: OMol25
Level of theory: wB97M-V/def2-TZVPD

Properties
SMILES: [H]/N=c1\[nH][nH]c(=O)[nH]1

The geometry in ORCA input format:
```
! wB97M-V def2-TZVPD RIJCOSX def2/J DEFGRID3
* xyz 0 1
C -0.874 -0.430 -0.051
C 1.303 -0.337 0.048
H -2.739 0.066 0.148
H -0.831 1.805 -0.205
H 1.417 1.844 0.233
H 0.684 -2.373 -0.033
N -2.149 -0.649 -0.168
N -0.376 0.919 0.254
N 0.877 1.044 -0.259
N 0.222 -1.261 0.101
O 2.465 -0.627 -0.068
*
```

*Q*
Formula: C2H4N4O
Source: OMol25
Level of theory: wB97M-V/def2-TZVPD

Properties
SMILES: [H]/N=C(\O)N1N=C1N

The geometry in ORCA input format:
```
! wB97M-V def2-TZVPD RIJCOSX def2/J DEFGRID3
* xyz 0 1
N -0.265 -1.303 -1.726
C 0.198 -0.170 -1.186
N 0.394 1.059 -1.340
N -1.034 0.022 1.201
C 0.144 0.464 1.073
O 0.809 1.194 1.984
N 0.948 0.204 -0.075
H -0.930 -1.205 -2.480
H -0.430 -2.068 -1.090
H -1.432 0.333 2.086
H 1.672 1.415 1.601
*
```

Which one is most stable, and which one is least stable? *Q* is the most stable of them, while *P* is the least stable.

*P*
Formula: C2H4N4O
Source: OMol25
Level of theory: wB97M-V/def2-TZVPD

The geometry in ORCA input format:
```
! wB97M-V def2-TZVPD RIJCOSX def2/J DEFGRID3
* xyz 0 1
N 2.217 0.277 -0.061
C 0.814 0.080 -0.020
N 1.122 -1.159 -0.121
N -1.145 -1.289 -0.040
C -1.310 -0.021 0.051
O -2.515 0.574 0.130
N -0.230 0.844 0.073
H 2.723 0.431 0.799
H 2.652 0.569 -0.925
H -2.011 -1.820 -0.048
H -2.349 1.527 0.184
*
```

*Q*
Formula: C2H4N4O
Source: OMol25
Level of theory: wB97M-V/def2-TZVPD

Properties
SMILES: Nc1n[nH]c(O)n1

The geometry in ORCA input format:
```
! wB97M-V def2-TZVPD RIJCOSX def2/J DEFGRID3
* xyz 0 1
N 2.164 0.360 -0.101
C 0.870 -0.114 0.002
N 0.459 -1.281 0.466
N -0.924 -1.158 0.313
C -1.192 0.046 -0.190
O -2.427 0.502 -0.397
N -0.109 0.732 -0.434
H 2.877 -0.046 0.484
H 2.159 1.373 -0.075
H -1.603 -1.806 0.687
H -2.275 1.392 -0.753
*
```

Which one is most stable, and which one is least stable? *Q* is the most stable of them, while *P* is the least stable.

*P*
Formula: C2H4N4O
Source: OMol25
Level of theory: wB97M-V/def2-TZVPD

Properties
SMILES: [H]/N=C1\NN=CNO1

The geometry in ORCA input format:
```
! wB97M-V def2-TZVPD RIJCOSX def2/J DEFGRID3
* xyz 0 1
C 0.823 -0.667 0.307
C -1.427 0.785 -0.642
H 2.758 -1.373 0.255
H 1.362 -0.324 -1.590
H -2.194 1.668 -0.772
H -1.951 1.096 1.351
N 2.112 -0.585 0.801
N 0.279 -0.612 -1.063
N -0.455 0.488 -1.411
N -1.428 0.384 0.690
O 0.013 0.062 1.206
*
```

*Q*
Formula: C2H4N4O
Source: OMol25
Level of theory: wB97M-V/def2-TZVPD

Properties
SMILES: [H]/N=c1/ocnn1N

The geometry in ORCA input format:
```
! wB97M-V def2-TZVPD RIJCOSX def2/J DEFGRID3
* xyz 0 1
C -0.082 1.628 0.470
C -0.603 -0.250 -0.510
H 1.056 -1.736 1.452
H 2.186 -1.465 0.242
H -0.193 2.672 0.708
H -0.843 -1.992 -1.188
N 1.195 -1.514 0.481
N 0.609 -0.322 0.165
N 0.869 0.860 0.836
N -1.283 -1.070 -1.174
O -0.978 1.072 -0.392
*
```

*R*
Formula: C2H4N4O
Source: OMol25
Level of theory: wB97M-V/def2-TZVPD

Properties
SMILES: Nc1n[nH]c(O)n1

The geometry in ORCA input format:
```
! wB97M-V def2-TZVPD RIJCOSX def2/J DEFGRID3
* xyz 0 1
N -1.019 -1.624 1.156
C -0.253 -0.519 0.746
N 0.891 -0.053 1.245
N 1.373 0.854 -0.044
C 0.270 0.888 -0.758
O 0.104 1.686 -1.816
N -0.709 0.120 -0.356
H -0.653 -2.235 1.875
H -1.323 -2.167 0.346
H 2.181 1.377 -0.458
H -0.861 1.672 -1.936
*
```

*S*
Formula: C2H4N4O
Source: OMol25
Level of theory: wB97M-V/def2-TZVPD

Properties
SMILES: c1nn[nH]n1.C=O

The geometry in ORCA input format:
```
! wB97M-V def2-TZVPD RIJCOSX def2/J DEFGRID3
* xyz 0 1
C 0.516 -1.139 0.515
C 0.258 2.098 0.581
N 1.037 -1.647 -0.627
N 0.084 -1.513 -1.516
N -0.994 -1.147 -0.908
N -0.807 -0.867 0.349
O -0.598 1.449 0.027
H 1.195 -1.015 1.305
H 0.037 2.684 1.550
H 1.195 2.279 0.055
H -1.924 -1.183 -1.329
*
```

Which one is most stable, and which one is least stable? *R* is the most stable of them, while *P* is the least stable.

*P*
Formula: C5H13NO2
Source: OMol25
Level of theory: wB97M-V/def2-TZVPD

Properties
SMILES: CC(=O)NC(C)C.O

The geometry in ORCA input format:
```
! wB97M-V def2-TZVPD RIJCOSX def2/J DEFGRID3
* xyz 0 1
C -2.964 -1.682 1.863
C -1.591 -1.100 1.782
N -1.192 -0.726 0.534
C 0.158 1.330 1.022
C 0.060 -0.007 0.329
C 0.313 0.000 -1.188
O -0.843 -1.003 2.735
H -3.464 -1.720 0.890
H -2.977 -2.665 2.317
H -3.602 -1.114 2.558
H -1.816 -0.599 -0.258
H 1.168 1.732 1.010
H -0.523 2.073 0.593
H -0.162 1.217 2.054
H 0.826 -0.635 0.761
H 0.408 -1.026 -1.544
H 1.203 0.571 -1.426
H -0.535 0.562 -1.608
H 5.439 1.937 -4.795
H 5.203 1.008 -3.620
O 4.891 1.847 -4.009
*
```

*Q*
Formula: C5H13NO2
Source: OMol25
Level of theory: wB97M-V/def2-TZVPD

Properties
SMILES: CCC[C@H](N)C=O.O

The geometry in ORCA input format:
```
! wB97M-V def2-TZVPD RIJCOSX def2/J DEFGRID3
* xyz 0 1
O -3.041 -0.228 -0.808
C -2.081 0.085 -1.382
C -0.794 0.591 -0.612
C -0.628 0.019 0.829
C 0.730 -0.631 1.106
C 0.684 -2.075 0.850
N -1.067 2.066 -0.646
H -2.085 0.167 -2.477
H 0.050 0.472 -1.252
H -1.462 -0.666 1.128
H -0.716 0.911 1.573
H 1.602 0.065 0.782
H 0.979 -0.498 2.250
H 1.537 -2.348 0.501
H 0.530 -2.772 1.643
H -0.167 -2.125 0.177
H -1.972 2.319 -0.149
H -0.348 2.720 -0.317
H 2.786 0.585 -0.346
H 2.840 0.371 -1.757
O 2.623 0.973 -1.094
*
```

*R*
Formula: C5H13NO2
Source: OMol25
Level of theory: wB97M-V/def2-TZVPD

Properties
SMILES: CCCCNC=O.O

The geometry in ORCA input format:
```
! wB97M-V def2-TZVPD RIJCOSX def2/J DEFGRID3
* xyz 0 1
O -2.706 0.232 0.284
C -2.567 0.303 -0.937
N -1.194 0.348 -1.367
C -0.264 -0.348 -0.550
C 0.415 0.484 0.576
C 1.793 1.032 0.240
C 2.790 0.045 -0.348
H -3.357 0.395 -1.630
H -1.092 0.408 -2.305
H 0.627 -0.447 -1.241
H -0.686 -1.334 -0.117
H 0.584 -0.188 1.471
H -0.271 1.300 0.900
H 1.782 1.698 -0.682
H 2.176 1.659 1.096
H 3.813 0.264 -0.181
H 2.776 -1.049 0.029
H 2.719 -0.010 -1.442
H -2.720 -2.285 2.340
H -2.488 -0.896 1.682
O -2.131 -1.612 2.182
*
```

Which one is most stable, and which one is least stable? *P* is the most stable of them, while *Q* is the least stable.

*P*
Formula: C5H13NO2
Source: OMol25
Level of theory: wB97M-V/def2-TZVPD

Properties
SMILES: CC(C)C.N=C=O.O

The geometry in ORCA input format:
```
! wB97M-V def2-TZVPD RIJCOSX def2/J DEFGRID3
* xyz 0 1
C 0.661 -0.837 -0.332
C 1.219 0.560 -0.598
C -0.639 -1.045 -1.105
C 1.689 -1.903 -0.702
H 0.448 -0.945 0.740
H 1.458 0.672 -1.653
H -1.373 -0.289 -0.833
H 2.602 -1.776 -0.125
H 2.128 0.726 -0.023
H 0.493 1.326 -0.333
H -1.059 -2.026 -0.896
H -0.454 -0.973 -2.175
H 1.939 -1.834 -1.759
H 1.296 -2.899 -0.509
C -2.168 2.386 0.789
N -2.808 1.391 0.652
O -0.467 1.150 2.545
O -1.479 3.308 0.692
H 0.333 1.692 2.463
H -3.414 0.871 1.255
H -0.404 0.446 1.909
*
```

*Q*
Formula: C5H13NO2
Source: OMol25
Level of theory: wB97M-V/def2-TZVPD

Properties
SMILES: CC(C)[C@H](N)C=O.O

The geometry in ORCA input format:
```
! wB97M-V def2-TZVPD RIJCOSX def2/J DEFGRID3
* xyz 0 1
O -1.572 0.957 1.542
C -1.911 0.723 0.434
C -1.276 -0.485 -0.254
C 0.276 -0.493 -0.096
C 0.871 -1.704 -0.919
C 0.842 0.957 -0.560
N -1.962 -0.529 -1.564
H -2.738 1.321 -0.038
H -1.638 -1.361 0.394
H 0.494 -0.693 0.976
H 1.771 -1.399 -1.534
H 1.257 -2.512 -0.148
H 0.140 -2.022 -1.666
H 0.555 1.048 -1.626
H 1.951 0.999 -0.418
H 0.283 1.648 0.087
H -1.776 -1.380 -1.929
H -1.393 0.329 -2.179
H 1.611 1.710 2.563
H 2.007 1.044 3.679
O 2.208 1.840 3.256
*
```

Which one is most stable, and which one is least stable? *P* is the most stable of them, while *Q* is the least stable.